# 1
{"formula": "C3H12N2O2", "method": "ωB97M-V/def2-TZVPD", "species": ["N", "C", "C", "N", "C", "O", "H", "H", "H", "H", "H", "H", "H", "H", "H", "H", "O", "H", "H"], "xyz": [[-2.787, -1.763, -0.492], [-1.283, -1.963, -0.005], [-0.951, -0.403, 0.435], [-0.676, 0.574, -0.607], [-0.276, 1.942, -0.133], [0.245, 2.824, -1.124], [-3.245, -1.071, 0.049], [-2.872, -1.707, -1.480], [-1.155, -2.576, 0.897], [-0.597, -2.329, -0.809], [0.025, -0.536, 0.940], [-1.694, 0.007, 1.107], [-0.067, 0.224, -1.338], [0.577, 2.057, 0.569], [-1.128, 2.377, 0.443], [0.848, 2.420, -1.770], [4.592, -0.968, 1.661], [5.141, -1.513, 2.244], [4.777, -1.341, 0.767]], "atomic_forces_ev_per_a": [[2.9, -3.1, 1.1], [-2.6, 4.3, -0.9], [3.0, -2.1, -0.3], [-0.4, 1.4, -0.7], [1.1, -0.6, 0.7], [-1.3, 0.2, -1.1], [-0.2, 0.7, 0.0], [-0.1, 0.4, -0.4], [-0.5, 0.1, -0.4], [-0.8, 0.4, 0.5], [-0.4, 0.2, 0.9], [-0.2, -0.3, 0.2], [0.1, 0.1, 0.3], [-0.4, -1.5, 0.5], [0.3, 0.0, -1.1], [-0.4, -0.2, 0.7], [0.5, -0.7, -0.9], [-0.2, 0.2, -0.1], [-0.3, 0.5, 1.0]], "total_energy_ev": -10378.5372, "smiles": "NCCNCO.O", "lumo_energy_ev": 0.6423, "de_lowest_ev": 3.012, "gap_ev": 9.17, "spin_multiplicity": 1}



# 2
{"formula": "C3H12N2O2", "method": "ωB97M-V/def2-TZVPD", "species": ["N", "C", "C", "N", "C", "O", "H", "H", "H", "H", "H", "H", "H", "H", "H", "H", "O", "H", "H"], "xyz": [[-2.430, 0.037, -0.664], [-1.540, 1.190, -0.487], [-0.078, 0.773, -0.346], [0.829, 1.923, -0.439], [0.133, -0.034, 0.912], [1.503, -0.409, 1.065], [-3.228, 0.296, -1.232], [-1.957, -0.715, -1.158], [-1.832, 1.736, 0.421], [-1.602, 1.899, -1.315], [0.127, 0.113, -1.196], [0.321, 2.794, -0.601], [1.350, 2.038, 0.422], [-0.144, 0.522, 1.813], [-0.502, -0.916, 0.865], [1.583, -1.339, 0.807], [2.225, -3.085, 0.176], [3.177, -2.945, 0.259], [2.065, -3.879, 0.699]], "atomic_forces_ev_per_a": [[0.0, 0.0, -0.1], [0.0, 0.1, 0.3], [-0.2, 0.3, -0.4], [-0.3, 0.3, 0.2], [0.5, -0.2, 0.2], [-0.3, -0.1, 0.0], [0.0, -0.1, 0.1], [0.0, 0.2, 0.0], [0.0, -0.1, -0.1], [0.0, 0.0, -0.2], [0.1, -0.1, 0.0], [0.1, -0.4, 0.1], [0.1, -0.1, 0.0], [-0.1, 0.2, -0.1], [-0.1, -0.1, 0.1], [0.2, 0.1, -0.1], [0.2, -0.1, 0.1], [-0.1, 0.1, -0.1], [-0.1, 0.0, 0.0]], "total_energy_ev": -10380.4880, "smiles": "NC[C@@H](N)CO.O", "lumo_energy_ev": 0.5846, "de_lowest_ev": 1.062, "gap_ev": 9.52, "spin_multiplicity": 1}



# 3
{"formula": "C3H12N2O2", "method": "ωB97M-V/def2-TZVPD", "species": ["N", "C", "C", "N", "C", "O", "H", "H", "H", "H", "H", "H", "H", "H", "H", "H", "O", "H", "H"], "xyz": [[-1.165, -1.733, -2.020], [0.176, -1.319, -2.397], [0.880, -0.664, -1.172], [0.994, -1.609, -0.074], [0.156, 0.663, -0.824], [0.850, 1.656, -0.105], [-1.363, -2.684, -2.269], [-1.934, -1.156, -2.330], [0.808, -2.176, -2.612], [0.154, -0.555, -3.173], [1.906, -0.409, -1.473], [0.126, -1.661, 0.430], [1.754, -1.345, 0.543], [-0.728, 0.390, -0.228], [-0.277, 1.012, -1.770], [1.731, 1.347, 0.106], [-1.021, 3.540, 6.294], [-1.901, 3.887, 6.184], [-1.146, 2.813, 6.889]], "atomic_forces_ev_per_a": [[-0.2, -0.3, 0.2], [0.2, 0.8, 1.4], [0.0, 0.8, -0.1], [0.5, 0.0, -0.3], [-1.0, -1.3, -0.1], [0.1, 0.1, -0.3], [-0.1, -0.2, -0.1], [0.3, 0.1, -0.1], [-0.2, -0.1, -0.5], [0.2, -0.3, -0.4], [-0.1, 0.0, -0.2], [-0.2, -0.1, 0.3], [-0.3, -0.1, 0.1], [0.1, 0.0, 0.0], [0.4, 0.7, 0.1], [0.2, -0.1, 0.0], [0.4, 0.3, -0.3], [-0.5, 0.3, -0.2], [0.1, -0.7, 0.5]], "total_energy_ev": -10380.1064, "smiles": "NC[C@H](N)CO.O", "lumo_energy_ev": 0.9595, "de_lowest_ev": 1.443, "gap_ev": 9.87, "spin_multiplicity": 1}



# 4
{"formula": "C3H12N2O2PS", "method": "ωB97M-V/def2-TZVPD", "species": ["N", "P", "O", "N", "S", "H", "H", "H", "H", "C", "C", "C", "O", "H", "H", "H", "H", "H", "H", "H", "H"], "xyz": [[3.748, -1.387, 0.107], [3.124, -3.029, -0.202], [4.230, -4.241, 0.478], [1.581, -3.345, 0.661], [0.362, -2.166, 0.158], [4.081, -1.250, 1.086], [3.096, -0.636, -0.209], [4.437, -4.002, 1.429], [0.226, -1.343, 1.321], [-2.661, 1.408, 0.708], [-1.544, 1.616, -0.302], [-1.865, 2.755, -1.257], [-1.349, 0.416, -1.046], [-3.599, 1.147, 0.205], [-2.422, 0.577, 1.380], [-2.824, 2.308, 1.307], [-0.607, 1.831, 0.224], [-2.775, 2.542, -1.829], [-1.058, 2.886, -1.986], [-2.005, 3.696, -0.716], [-2.176, 0.218, -1.517]], "atomic_forces_ev_per_a": [[0.5, -0.3, 1.2], [-2.4, -1.2, -0.6], [-0.7, 2.6, 1.4], [1.7, 1.2, -0.9], [1.3, -0.3, 1.6], [-0.7, 0.3, -0.8], [0.6, -1.1, 0.6], [-0.5, -0.5, -1.3], [0.2, -0.7, -1.2], [0.0, -0.1, 0.4], [-0.6, -0.3, -0.4], [0.2, 0.3, -0.1], [0.0, 0.1, 0.0], [0.1, 0.1, -0.1], [0.1, 0.1, -0.1], [0.0, -0.1, 0.0], [0.0, -0.2, -0.2], [0.0, 0.0, 0.2], [-0.1, 0.0, 0.2], [0.0, 0.0, -0.1], [0.4, 0.1, 0.3]], "total_charge": -1, "total_energy_ev": -30504.8104, "lumo_energy_ev": 2.9694, "gap_ev": 5.46, "spin_multiplicity": 1}



# 5
{"formula": "C3H12N2O3", "method": "ωB97M-V/def2-TZVPD", "species": ["N", "C", "C", "C", "N", "O", "H", "H", "H", "H", "H", "H", "H", "H", "O", "H", "H", "O", "H", "H"], "xyz": [[0.149, 2.071, 0.897], [-0.004, 1.074, -0.136], [1.297, 0.661, -0.839], [1.158, -0.315, -1.988], [0.434, -1.433, -1.679], [1.661, -0.171, -3.074], [0.438, 2.969, 0.542], [0.704, 1.789, 1.689], [-0.484, 0.150, 0.210], [-0.704, 1.437, -0.871], [1.959, 0.125, -0.135], [1.898, 1.518, -1.147], [0.683, -2.209, -2.268], [-0.235, -1.452, -0.907], [-1.459, -0.360, 2.603], [-1.282, 0.565, 2.412], [-0.828, -0.648, 3.265], [-1.888, -1.716, 0.196], [-1.971, -1.454, 1.116], [-1.526, -2.601, 0.113]], "atomic_forces_ev_per_a": [[-0.8, -0.2, 0.4], [0.4, -0.8, -0.5], [0.8, 0.1, 0.3], [-0.9, 0.1, 0.6], [0.3, 0.2, 0.1], [0.7, 0.1, -0.5], [0.1, -0.1, 0.1], [0.3, 0.0, -0.2], [0.1, 0.5, 0.5], [-0.2, 0.4, -0.4], [-0.3, 0.2, 0.1], [-0.3, 0.1, -0.3], [-0.7, -0.2, 0.0], [0.5, -0.3, -0.5], [-0.3, -0.3, 0.0], [0.1, 0.3, -0.1], [0.1, 0.1, 0.1], [-0.1, 0.0, -1.0], [0.3, -0.1, 0.5], [-0.2, -0.1, 0.5]], "total_energy_ev": -12428.8233, "smiles": "NCCC(N)=O.O.O", "lumo_energy_ev": 0.3762, "de_lowest_ev": 0.526, "gap_ev": 9.61, "spin_multiplicity": 1}



# 6
{"formula": "C3H12N2O3PS", "method": "ωB97M-V/def2-TZVPD", "species": ["C", "C", "C", "N", "N", "O", "O", "O", "P", "S", "H", "H", "H", "H", "H", "H", "H", "H", "H", "H", "H", "H"], "xyz": [[-2.224, 1.565, -0.439], [1.635, -0.005, -2.531], [0.958, -0.442, 0.757], [-0.670, -0.792, 2.234], [1.620, -1.610, 0.697], [-1.111, -1.135, -0.797], [-0.952, 1.275, 0.072], [0.781, 0.666, -1.613], [-0.208, -0.010, -0.538], [1.695, 0.902, 1.632], [-2.280, 2.742, -0.682], [-3.034, 1.298, 0.278], [-2.470, 1.174, -1.314], [0.940, -0.615, -3.175], [2.278, -0.557, -1.927], [2.160, 0.895, -2.988], [-0.854, -1.862, 2.144], [-0.757, -0.780, 3.297], [2.256, -1.863, 1.404], [0.962, -2.334, 0.426], [-1.438, -0.321, 1.764], [0.716, 1.810, 1.298]], "atomic_forces_ev_per_a": [[-1.6, 5.3, 3.0], [-1.3, 1.6, -1.6], [2.1, 1.0, 2.1], [-0.7, -3.7, 1.5], [-2.6, 1.1, -0.9], [0.6, 0.0, -0.4], [1.7, -1.2, -0.2], [-2.5, 0.0, 2.3], [-0.5, 1.3, -1.2], [-0.2, 0.0, -0.7], [0.2, -2.6, 1.0], [0.8, 0.3, -0.3], [-0.5, -2.4, -3.9], [1.4, 0.6, 0.1], [1.5, -1.4, 0.4], [-0.5, -1.8, -0.1], [0.1, 2.3, -0.5], [0.2, 1.1, -1.7], [1.0, -0.2, 0.9], [0.5, -0.5, -0.4], [-0.3, -0.1, 0.6], [0.6, -0.6, 0.2]], "total_charge": 1, "total_energy_ev": -32546.0203, "lumo_energy_ev": -4.4690, "de_lowest_ev": 1.072, "gap_ev": 9.61, "spin_multiplicity": 1}



# 7
{"formula": "C3H12N2OS", "method": "ωB97M-V/def2-TZVPD", "species": ["N", "C", "O", "H", "H", "H", "H", "C", "C", "S", "N", "H", "H", "H", "H", "H", "H", "H", "H"], "xyz": [[0.265, 2.669, -0.854], [-0.263, 2.282, 2.159], [-0.608, 1.619, 3.113], [-0.238, 3.551, -0.937], [1.175, 2.831, -0.428], [0.719, 2.772, 2.094], [-0.922, 2.415, 1.298], [-0.830, -0.974, -1.223], [0.651, -1.163, -0.934], [0.829, -2.242, 0.539], [-0.977, -0.078, -2.417], [-1.332, -0.522, -0.370], [-1.377, -1.909, -1.397], [1.107, -0.176, -0.862], [1.159, -1.696, -1.740], [1.875, -2.952, 0.105], [-1.990, 0.006, -2.641], [-0.498, -0.644, -3.148], [-0.491, 0.850, -2.314]], "atomic_forces_ev_per_a": [[-0.4, -1.2, -0.4], [-0.8, -0.3, 0.3], [0.4, 0.1, 0.1], [0.3, 0.2, 0.1], [0.0, 0.4, -0.1], [0.2, 0.0, 0.0], [0.1, 0.2, -0.3], [0.0, 0.4, 0.6], [-0.1, -0.4, -0.4], [0.0, 0.3, 0.2], [0.6, -0.5, 0.7], [0.1, 0.3, 0.0], [0.3, 0.1, -0.4], [0.1, 0.0, 0.5], [-0.3, 0.1, -0.1], [0.0, 0.0, -0.1], [-0.1, 0.2, -0.3], [-0.2, 0.2, -0.9], [-0.3, 0.0, 0.6]], "total_charge": -1, "total_energy_ev": -19164.3552, "lumo_energy_ev": [2.8970, 2.8310], "de_lowest_ev": 3.201, "gap_ev": [3.18, 5.49], "spin_multiplicity": 2}



# 8
{"formula": "C3H12N2OS", "method": "ωB97M-V/def2-TZVPD", "species": ["N", "C", "N", "C", "C", "S", "H", "H", "H", "H", "H", "H", "H", "H", "H", "H", "O", "H", "H"], "xyz": [[0.312, -2.612, -0.720], [-0.499, -1.503, -0.216], [-0.200, -0.251, -0.884], [-0.375, 0.961, -0.173], [-1.861, 1.282, 0.071], [-2.224, 1.083, 1.884], [1.267, -2.266, -0.806], [0.360, -3.301, 0.024], [-1.545, -1.744, -0.473], [-0.418, -1.348, 0.864], [-0.273, -0.265, -1.885], [0.193, 0.872, 0.754], [0.158, 1.653, -0.830], [-2.300, 2.232, -0.216], [-2.398, 0.437, -0.342], [-3.061, 2.116, 2.031], [4.519, 0.769, 0.599], [4.582, 0.516, -0.323], [3.764, 1.370, 0.641]], "atomic_forces_ev_per_a": [[0.5, 0.4, 0.3], [-1.1, 0.3, -1.0], [1.3, -1.8, 0.3], [0.3, 0.4, -1.0], [-0.2, -0.7, 1.5], [0.1, 0.2, 0.0], [-0.1, 0.0, 0.0], [-0.1, -0.3, -0.2], [0.0, -0.4, 0.6], [0.0, 0.1, 0.0], [-0.3, 0.1, 0.0], [-0.2, 0.3, 0.2], [-0.4, 0.8, 0.5], [0.4, 0.0, -0.4], [-0.3, 0.3, -0.6], [0.0, 0.0, 0.0], [-0.2, 0.2, 0.2], [0.0, 0.0, -0.2], [0.2, -0.1, 0.0]], "total_energy_ev": -19167.5620, "smiles": "NCNCCS.O", "lumo_energy_ev": 0.6790, "de_lowest_ev": 1.179, "gap_ev": 9.38, "spin_multiplicity": 1}



# 9
{"formula": "C3H12N2OSi", "method": "ωB97M-V/def2-TZVPD", "species": ["C", "Si", "C", "C", "N", "H", "H", "H", "H", "H", "H", "H", "H", "H", "H", "H", "N", "O", "H"], "xyz": [[2.539, -0.377, 0.239], [0.724, -0.119, -0.078], [-0.506, -1.345, 0.791], [0.268, 1.639, 0.698], [0.603, 0.041, -1.809], [2.774, -0.770, 1.184], [2.971, -1.112, -0.461], [3.056, 0.528, 0.141], [-1.216, -1.698, 0.082], [-0.026, -2.141, 1.337], [-1.072, -0.782, 1.549], [0.323, 1.516, 1.770], [0.972, 2.376, 0.366], [-0.707, 1.994, 0.409], [0.765, -0.827, -2.230], [0.032, 0.725, -2.259], [-3.409, 0.148, -0.438], [-4.171, -0.780, -0.399], [-3.922, 0.985, -0.891]], "atomic_forces_ev_per_a": [[-0.7, -1.7, -1.0], [-1.1, 1.9, 0.9], [1.0, 1.4, 0.3], [0.4, -1.8, -0.9], [0.2, 0.6, 2.0], [0.1, -0.5, 1.6], [-0.2, 0.3, 0.0], [0.7, 1.4, -0.4], [-0.6, -0.6, -0.6], [0.2, -0.5, -0.1], [0.2, 0.0, -0.3], [0.0, 0.2, 0.4], [0.6, 0.4, 0.0], [-0.6, -0.1, 0.0], [-0.1, -1.0, -1.6], [-0.3, -0.2, -0.4], [-0.8, 0.0, -0.3], [0.5, 0.5, 0.0], [0.3, -0.5, 0.3]], "total_energy_ev": -16209.3851, "smiles": "C[Si](C)(C)N.N=O", "lumo_energy_ev": -0.4265, "de_lowest_ev": 0.000, "gap_ev": 8.86, "spin_multiplicity": 1}



# 10
{"formula": "C3H12N3", "method": "ωB97M-V/def2-TZVPD", "species": ["C", "N", "H", "H", "H", "H", "N", "C", "C", "N", "H", "H", "H", "H", "H", "H", "H", "H"], "xyz": [[-1.518, 1.665, 2.265], [-1.090, 2.084, 0.969], [-2.223, 0.840, 2.178], [-1.996, 2.482, 2.816], [-0.327, 2.760, 0.988], [-0.638, 1.325, 2.823], [2.194, -1.950, -1.305], [0.959, -1.618, -0.680], [0.330, -0.337, -1.295], [-0.881, 0.044, -0.616], [2.235, -2.022, -2.331], [2.768, -2.690, -0.879], [1.185, -1.450, 0.378], [0.320, -2.510, -0.717], [1.086, 0.460, -1.141], [0.220, -0.406, -2.375], [-0.972, 1.183, 0.207], [-1.654, 0.140, -1.283]], "atomic_forces_ev_per_a": [[-0.9, 0.0, -0.4], [1.2, -1.5, 0.1], [0.0, 0.0, 0.0], [0.3, 0.1, 0.1], [-0.4, 0.5, -0.2], [0.2, 0.2, 0.2], [-0.7, -1.9, -0.7], [0.6, 1.5, 0.6], [0.5, 0.0, -0.2], [0.3, 0.0, -0.8], [0.2, 0.6, 0.1], [0.2, 0.5, 0.3], [-0.2, -0.2, 0.1], [-0.2, -0.3, -0.2], [-0.3, -0.1, 0.2], [-0.2, -0.3, -0.1], [-0.6, 1.2, 1.1], [0.0, -0.3, 0.0]], "total_charge": 2, "total_energy_ev": -7752.7485, "lumo_energy_ev": [-10.5214, -12.3739], "de_lowest_ev": 4.145, "gap_ev": [8.94, 7.20], "spin_multiplicity": 2}



# 11
{"formula": "C3H12N3O", "method": "ωB97M-V/def2-TZVPD", "species": ["C", "C", "C", "N", "N", "N", "O", "H", "H", "H", "H", "H", "H", "H", "H", "H", "H", "H", "H"], "xyz": [[1.448, 0.651, -0.062], [0.929, -0.568, 0.590], [-1.360, -0.443, 0.275], [0.438, 1.427, -0.738], [1.316, -1.789, 0.044], [-1.646, 1.013, 0.452], [-1.780, -1.016, -0.937], [2.163, 0.161, -0.801], [2.097, 1.236, 0.579], [1.044, -0.619, 1.745], [-1.793, -1.016, 1.053], [0.738, 2.401, -0.821], [0.320, 1.097, -1.628], [1.737, -1.977, -0.912], [1.237, -2.513, 0.746], [-2.536, 1.184, -0.092], [-1.663, 1.188, 1.486], [-0.770, 1.505, -0.139], [-1.919, -1.922, -0.841]], "atomic_forces_ev_per_a": [[2.0, -1.4, -1.4], [-2.4, -1.7, 1.6], [2.8, -0.8, 0.3], [1.2, 2.9, 1.5], [0.3, 0.2, -0.2], [-2.1, -1.1, -0.8], [1.0, 4.1, 0.0], [-0.6, 1.2, 0.4], [-0.3, 0.3, 0.2], [-0.6, 0.3, -2.0], [-0.2, -0.3, 1.1], [0.1, -0.3, -0.2], [-0.5, -1.0, -2.9], [-1.0, 0.5, 2.1], [0.4, -0.4, -0.9], [0.6, 0.3, 1.4], [-0.5, 0.1, -1.4], [0.1, -0.7, 0.7], [-0.4, -2.3, 0.5]], "total_charge": 1, "total_energy_ev": -9813.9823, "lumo_energy_ev": -2.8377, "de_lowest_ev": 4.831, "gap_ev": 8.64, "spin_multiplicity": 1}



# 12
{"formula": "C3H12N3OP", "method": "ωB97M-V/def2-TZVPD", "species": ["C", "C", "C", "N", "P", "N", "N", "O", "H", "H", "H", "H", "H", "H", "H", "H", "H", "H", "H", "H"], "xyz": [[0.836, 1.118, -1.212], [0.876, 0.475, 0.201], [2.184, -0.290, 0.482], [-0.110, -0.485, 0.371], [-2.247, 0.098, 0.180], [-2.899, -1.249, 0.752], [-2.401, 0.115, -1.513], [-2.770, 1.363, 0.769], [0.586, 0.478, -2.105], [-0.069, 1.822, -1.115], [1.740, 1.746, -1.495], [0.694, 1.256, 1.045], [2.141, -1.258, -0.066], [2.179, -0.601, 1.494], [3.074, 0.274, 0.223], [-0.224, -1.001, -0.442], [-2.547, -2.151, 0.465], [-3.520, -1.181, 1.596], [-1.595, -0.267, -2.048], [-2.477, 1.070, -1.747]], "atomic_forces_ev_per_a": [[-0.9, 2.2, -0.1], [1.5, 1.7, 0.1], [-0.5, -0.3, -1.1], [-5.9, 0.3, 2.1], [3.1, 1.5, -0.3], [-1.4, -0.7, 1.5], [1.1, -1.6, 0.4], [0.7, -1.3, -0.3], [0.5, 0.0, 1.2], [1.3, -0.6, -0.5], [-1.0, -0.7, 0.5], [0.6, -0.9, -1.7], [0.3, 0.7, -0.1], [0.2, 0.0, 1.2], [0.2, 0.0, 0.0], [0.4, -1.6, -2.0], [-0.2, 0.0, 0.3], [1.2, -0.3, -1.4], [-0.9, 0.3, 0.7], [-0.3, 1.4, -0.5]], "total_energy_ev": -19112.3940, "smiles": "CC(C)NP(N)(N)=O", "lumo_energy_ev": 0.6092, "de_lowest_ev": 0.000, "gap_ev": 9.35, "spin_multiplicity": 1}